Record 1
{
  "formula": "C23H61O24P5S2",
  "method": "wB97M-V/def2-TZVPD",
  "multiplicity": 1,
  "de_lowest_ev": 0.000,
  "species": ["C", "O", "P", "O", "O", "C", "O", "C", "H", "H", "H", "H", "H", "H", "H", "H", "H", "C", "O", "P", "O", "O", "C", "O", "C", "H", "H", "H", "H", "H", "H", "H", "H", "H", "C", "O", "P", "O", "O", "C", "O", "C", "H", "H", "H", "H", "H", "H", "H", "H", "H", "C", "O", "P", "O", "O", "C", "O", "C", "H", "H", "H", "H", "H", "H", "H", "H", "H", "C", "O", "P", "O", "O", "C", "O", "C", "H", "H", "H", "H", "H", "H", "H", "H", "H", "O", "S", "O", "C", "C", "C", "C", "H", "H", "H", "H", "H", "H", "H", "H", "O", "S", "O", "C", "C", "C", "C", "H", "H", "H", "H", "H", "H", "H", "H"],
  "positions_angstrom": [[3.622, -0.697, 4.768], [2.621, 0.327, 4.568], [1.755, 0.724, 5.804], [2.438, 0.970, 7.067], [0.959, 1.914, 5.177], [0.698, 3.140, 5.908], [0.678, -0.405, 5.870], [0.187, -1.205, 4.704], [4.610, -0.246, 4.917], [3.697, -1.278, 3.846], [3.397, -1.348, 5.612], [-0.383, 3.258, 6.008], [1.036, 3.995, 5.316], [1.189, 3.153, 6.878], [0.626, -0.875, 3.758], [-0.891, -1.094, 4.662], [0.501, -2.242, 4.834], [-0.195, 0.007, -1.561], [-1.193, 0.793, -0.805], [-1.001, 0.837, 0.705], [-1.031, -0.376, 1.481], [-2.087, 1.877, 1.111], [-2.464, 1.932, 2.495], [0.352, 1.573, 0.752], [0.970, 1.808, 2.022], [-0.646, -0.933, -1.909], [0.764, -0.073, -1.059], [-0.003, 0.530, -2.525], [-2.294, 2.902, 2.949], [-2.035, 1.123, 3.095], [-3.544, 1.739, 2.601], [1.675, 1.027, 2.318], [0.193, 1.893, 2.782], [1.567, 2.716, 2.006], [5.136, 2.634, 2.315], [5.882, 2.002, 1.225], [5.219, 1.748, -0.160], [6.164, 1.409, -1.177], [4.387, 3.028, -0.424], [3.895, 3.191, -1.728], [4.095, 0.690, 0.055], [4.353, -0.757, -0.055], [4.800, 1.871, 3.011], [4.349, 3.280, 1.935], [5.834, 3.289, 2.845], [3.955, 2.296, -2.349], [4.415, 4.009, -2.218], [2.830, 3.438, -1.663], [4.144, -1.314, 0.861], [5.371, -0.949, -0.396], [3.645, -1.177, -0.772], [-1.115, -6.577, -6.135], [-1.687, -5.283, -6.230], [-1.298, -4.230, -5.164], [0.111, -3.980, -4.968], [-2.160, -3.017, -5.674], [-1.775, -1.723, -5.287], [-1.988, -4.701, -3.805], [-3.301, -5.287, -3.815], [-0.287, -6.667, -6.833], [-1.869, -7.329, -6.343], [-0.728, -6.766, -5.125], [-2.521, -1.285, -4.626], [-1.732, -1.100, -6.182], [-0.786, -1.729, -4.833], [-3.720, -5.408, -4.827], [-4.034, -4.650, -3.322], [-3.254, -6.279, -3.378], [-0.094, -3.101, 0.628], [0.368, -4.126, -0.228], [1.714, -3.963, -0.989], [2.818, -3.413, -0.237], [1.960, -5.410, -1.483], [1.158, -5.894, -2.491], [1.271, -3.182, -2.281], [2.212, -2.559, -3.117], [-0.142, -3.564, 1.610], [-1.071, -2.734, 0.342], [0.559, -2.233, 0.699], [1.350, -5.346, -3.421], [0.106, -5.681, -2.272], [1.367, -6.941, -2.612], [1.919, -1.506, -3.227], [2.296, -3.047, -4.075], [3.203, -2.454, -2.650], [-5.998, -2.624, 0.136], [-4.732, -2.041, -0.168], [-3.497, -2.762, 0.049], [-4.699, -1.454, -1.889], [-4.271, -0.007, -1.818], [-4.869, 0.574, -0.540], [-4.682, -0.420, 0.607], [-5.711, -1.561, -2.273], [-3.992, -2.102, -2.390], [-3.207, 0.137, -1.984], [-4.697, 0.571, -2.654], [-5.951, 0.628, -0.725], [-4.528, 1.567, -0.260], [-5.507, -0.364, 1.313], [-3.765, -0.264, 1.174], [-3.223, 5.363, 1.662], [-1.837, 5.611, 1.917], [-1.248, 5.161, 3.147], [-0.838, 5.091, 0.532], [0.244, 6.117, 0.485], [-0.380, 7.484, 0.715], [-1.505, 7.367, 1.711], [-1.520, 5.202, -0.307], [-0.481, 4.083, 0.710], [1.031, 5.930, 1.218], [0.764, 6.077, -0.471], [-0.675, 7.937, -0.228], [0.370, 8.155, 1.140], [-2.421, 7.838, 1.374], [-1.272, 7.719, 2.711]],
  "mulliken_charge": [-0.92, 0.39, 0.35, -0.79, 0.05, -0.82, -0.39, -0.33, 0.27, 0.26, 0.42, 0.27, 0.23, 0.41, 0.00, 0.30, 0.35, -0.82, -0.57, 0.97, -0.70, -0.13, -0.81, 0.02, -0.66, 0.18, 0.35, 0.46, 0.22, 0.28, 0.24, 0.22, 0.36, 0.32, -0.33, -0.44, 0.58, -0.76, -0.20, -0.74, 0.36, -0.52, 0.05, 0.21, 0.31, 0.34, 0.28, 0.20, 0.21, 0.43, 0.01, -0.63, -0.41, 1.14, -0.61, -0.42, -0.43, 0.03, -0.77, 0.28, 0.27, 0.24, 0.09, 0.29, 0.18, 0.35, 0.16, 0.30, -0.13, -0.36, 0.32, -0.75, -0.39, -0.57, 0.83, -1.04, 0.27, 0.15, 0.04, 0.14, 0.26, 0.36, 0.24, 0.28, 0.50, -0.73, 1.07, -0.56, -0.28, 0.06, -0.76, -0.14, 0.42, -0.18, -0.29, 0.47, 0.48, 0.21, 0.47, -0.26, -0.74, 1.19, -0.60, 0.30, -0.64, -0.73, -0.76, 0.39, -0.59, 0.29, 0.42, 0.32, 0.30, 0.33, 0.39]
}


Record 2
{
  "formula": "C23H62N2O12",
  "method": "wB97M-V/def2-TZVPD",
  "multiplicity": 1,
  "species": ["C", "C", "O", "N", "C", "C", "C", "C", "O", "C", "O", "O", "N", "H", "H", "H", "H", "H", "H", "H", "H", "H", "H", "H", "H", "H", "H", "C", "C", "O", "H", "H", "H", "H", "H", "H", "C", "C", "O", "H", "H", "H", "H", "H", "H", "C", "C", "O", "H", "H", "H", "H", "H", "H", "C", "C", "O", "H", "H", "H", "H", "H", "H", "C", "C", "O", "H", "H", "H", "H", "H", "H", "C", "C", "O", "H", "H", "H", "H", "H", "H", "C", "C", "O", "H", "H", "H", "H", "H", "H", "C", "C", "O", "H", "H", "H", "H", "H", "H"],
  "positions_angstrom": [[-0.374, -0.843, 0.201], [0.713, -0.742, -0.843], [0.868, -1.565, -1.711], [1.594, 0.389, -0.734], [2.706, 0.106, 0.220], [4.002, 0.835, -0.187], [4.591, 1.768, 0.880], [5.086, 1.071, 2.166], [4.799, -0.345, 2.176], [5.598, -1.210, 1.553], [5.240, -2.275, 1.157], [6.883, -0.753, 1.446], [7.361, -0.980, 0.108], [-0.948, -1.758, 0.060], [0.083, -0.862, 1.199], [-1.026, 0.040, 0.159], [1.038, 1.139, -0.329], [2.881, -0.976, 0.230], [2.419, 0.379, 1.244], [3.781, 1.446, -1.069], [4.761, 0.111, -0.513], [5.445, 2.290, 0.434], [3.857, 2.542, 1.142], [6.157, 1.230, 2.310], [4.581, 1.457, 3.056], [7.820, -1.887, 0.146], [8.080, -0.268, 0.024], [-0.826, -2.540, 4.657], [-1.649, -2.066, 3.480], [-1.764, -3.094, 2.489], [0.171, -2.863, 4.354], [-0.741, -1.772, 5.424], [-1.318, -3.405, 5.110], [-1.190, -1.213, 2.984], [-2.642, -1.761, 3.823], [-2.138, -3.869, 2.928], [-5.514, -1.755, 5.749], [-4.224, -2.145, 6.448], [-3.212, -1.160, 6.267], [-5.352, -1.557, 4.689], [-6.264, -2.542, 5.847], [-5.921, -0.844, 6.193], [-3.810, -3.061, 6.024], [-4.405, -2.322, 7.513], [-3.553, -0.311, 6.565], [9.485, 3.512, 0.825], [8.487, 3.534, -0.317], [7.170, 3.864, 0.115], [9.170, 2.806, 1.595], [10.476, 3.225, 0.472], [9.565, 4.498, 1.288], [8.399, 2.547, -0.772], [8.812, 4.227, -1.099], [7.187, 4.749, 0.494], [0.774, 3.974, -1.950], [1.085, 3.487, -3.351], [2.347, 2.836, -3.425], [1.543, 4.665, -1.603], [-0.193, 4.476, -1.903], [0.757, 3.124, -1.263], [1.135, 4.332, -4.036], [0.298, 2.809, -3.702], [2.315, 2.065, -2.845], [-0.699, 6.627, -6.899], [-1.016, 5.750, -5.702], [-0.974, 6.468, -4.472], [0.282, 7.087, -6.780], [-0.704, 6.045, -7.821], [-1.436, 7.427, -6.999], [-0.273, 4.961, -5.604], [-1.994, 5.273, -5.825], [-1.630, 7.171, -4.513], [-0.874, -5.171, -1.021], [-2.365, -5.383, -0.844], [-2.818, -5.011, 0.456], [-0.320, -5.738, -0.273], [-0.550, -5.489, -2.013], [-0.613, -4.119, -0.903], [-2.619, -6.437, -0.951], [-2.923, -4.827, -1.608], [-2.618, -4.072, 0.573], [-5.301, -2.370, 0.214], [-5.320, -2.184, 1.721], [-5.667, -0.844, 2.081], [-4.594, -1.676, -0.245], [-5.021, -3.389, -0.056], [-6.289, -2.168, -0.205], [-4.339, -2.370, 2.157], [-6.032, -2.881, 2.179], [-6.536, -0.667, 1.708], [-5.700, -2.121, -3.812], [-7.196, -2.334, -3.683], [-7.688, -1.956, -2.400], [-5.169, -2.680, -3.041], [-5.341, -2.447, -4.789], [-5.447, -1.065, -3.695], [-7.442, -3.390, -3.787], [-7.730, -1.788, -4.468], [-7.503, -1.019, -2.277]],
  "mulliken_charge": [-0.55, 0.47, -0.60, 0.13, -0.70, -0.56, -0.30, -0.53, -0.36, 0.83, -0.54, -0.24, -0.47, 0.01, 0.16, 0.42, 0.05, 0.41, 0.27, 0.20, 0.27, 0.00, 0.41, 0.38, 0.33, 0.25, 0.22, -1.26, 0.16, -0.30, 0.36, 0.32, 0.32, 0.12, -0.04, 0.28, -1.05, -0.23, -0.45, 0.30, 0.33, 0.34, 0.21, 0.34, 0.26, -1.03, -0.18, -0.47, 0.24, 0.34, 0.35, 0.24, 0.28, 0.25, -0.73, 0.07, -0.60, 0.26, 0.34, 0.05, 0.06, 0.26, 0.28, -1.06, -0.08, -0.49, 0.29, 0.32, 0.32, 0.18, 0.26, 0.28, -0.75, -0.11, -0.48, 0.25, 0.38, 0.03, 0.34, 0.10, 0.22, -0.98, 0.21, -0.57, 0.28, 0.19, 0.41, -0.10, 0.28, 0.32, -0.77, -0.33, -0.50, 0.07, 0.36, 0.31, 0.27, 0.29, 0.29]
}


| no. | LUMO (eV) |
| --- | --- |
| 1 | 0.18 |
| 2 | 0.58 |